[1]
{"formula": "C27H52HoP2Si", "method": "ωB97M-V/def2-TZVPD", "symbols": ["Ho", "C", "C", "C", "C", "C", "C", "H", "H", "H", "C", "H", "H", "H", "C", "H", "H", "H", "C", "H", "H", "H", "C", "H", "H", "H", "C", "C", "C", "C", "C", "C", "C", "C", "H", "H", "H", "H", "H", "H", "H", "H", "H", "H", "H", "H", "P", "P", "C", "C", "H", "H", "H", "H", "C", "H", "H", "H", "C", "H", "H", "H", "C", "H", "H", "H", "C", "H", "H", "H", "C", "Si", "C", "C", "H", "H", "H", "H", "H", "H", "H", "H", "H"], "positions_angstrom": [[0.231, -1.992, -1.342], [-0.266, -2.906, 1.381], [1.145, -3.003, 1.052], [0.868, -1.336, 2.592], [-0.388, -1.967, 2.421], [1.785, -1.868, 1.664], [-1.302, -3.927, 1.031], [-1.096, -4.456, 0.076], [-2.313, -3.480, 0.940], [-1.307, -4.672, 1.852], [-1.525, -1.877, 3.367], [-2.112, -2.804, 3.405], [-2.193, -1.046, 3.130], [-1.150, -1.726, 4.385], [1.202, -0.405, 3.700], [0.525, -0.587, 4.555], [1.151, 0.665, 3.424], [2.235, -0.598, 4.035], [3.256, -1.710, 1.803], [3.518, -2.138, 2.793], [3.589, -0.663, 1.756], [3.803, -2.257, 1.024], [1.804, -4.091, 0.243], [2.181, -4.851, 0.958], [2.672, -3.735, -0.357], [1.119, -4.624, -0.477], [-1.200, -0.299, -3.500], [-1.328, -1.564, -2.948], [-0.835, -2.825, -3.625], [0.685, -2.707, -4.047], [1.633, -1.954, -3.082], [1.367, -0.577, -2.660], [1.152, 0.464, -3.730], [-0.216, 0.125, -4.518], [-1.449, -3.151, -4.484], [0.853, -2.383, -5.092], [-0.962, -3.703, -2.930], [-0.075, -0.552, -5.383], [-1.877, 0.527, -3.183], [-2.279, -1.695, -2.443], [-0.550, 1.063, -5.019], [0.999, 1.490, -3.308], [1.460, -0.066, -1.653], [1.977, 0.563, -4.484], [0.992, -3.764, -4.163], [2.663, -2.362, -2.889], [-2.000, 1.795, -0.045], [1.947, 1.950, 0.455], [-0.613, 2.289, -1.286], [0.844, 2.656, -0.883], [-1.009, 3.167, -1.861], [-0.547, 1.441, -1.985], [1.499, 2.521, -1.734], [0.818, 3.712, -0.626], [2.768, 3.466, 1.098], [3.476, 3.202, 1.893], [2.038, 4.160, 1.530], [3.306, 3.950, 0.274], [3.402, 1.335, -0.461], [3.828, 2.161, -1.020], [3.222, 0.536, -1.169], [4.145, 0.930, 0.227], [-3.587, 1.994, -0.977], [-4.340, 1.232, -0.751], [-3.485, 1.980, -2.079], [-4.114, 2.934, -0.769], [-1.681, -0.019, -0.094], [-1.218, -0.411, 0.820], [-0.972, -0.114, -0.958], [-2.618, -0.523, -0.321], [-2.214, 1.527, 3.598], [-2.011, 2.643, 2.085], [-3.355, 3.905, 1.924], [-0.354, 3.502, 2.297], [-1.336, 0.890, 3.747], [-2.310, 2.141, 4.508], [-3.102, 0.881, 3.556], [-3.348, 4.525, 2.830], [-3.164, 4.547, 1.060], [-4.341, 3.464, 1.780], [-0.354, 4.055, 3.245], [0.476, 2.794, 2.336], [-0.136, 4.204, 1.484]], "gap_ev": [5.79, 5.87], "e_tot_ha": -2979.789110, "spin_multiplicity": 5, "s2": 6.013, "total_charge": 1}



[2]
{"formula": "C27H52N4O8S2", "method": "ωB97M-V/def2-TZVPD", "symbols": ["C", "C", "C", "N", "C", "C", "C", "C", "C", "S", "C", "S", "N", "C", "C", "O", "C", "C", "C", "O", "O", "C", "O", "H", "H", "H", "H", "H", "H", "H", "H", "H", "H", "H", "H", "H", "H", "H", "H", "H", "H", "H", "H", "H", "H", "C", "O", "C", "C", "N", "C", "C", "O", "C", "H", "H", "H", "H", "H", "H", "H", "H", "H", "H", "H", "H", "H", "H", "H", "C", "O", "C", "C", "N", "C", "C", "O", "C", "H", "H", "H", "H", "H", "H", "H", "H", "H", "H", "H", "H", "H", "H", "H"], "positions_angstrom": [[-1.468, 2.506, -4.942], [-2.280, 1.527, -3.962], [-1.773, 0.008, -3.995], [-0.432, -0.215, -3.345], [-0.696, -0.120, -1.886], [-0.497, 1.026, -1.033], [0.081, 2.453, -1.460], [-0.651, 3.691, -0.740], [0.031, 5.073, -1.261], [-0.414, 5.299, -3.049], [0.795, 6.427, -3.903], [0.461, 8.079, -3.805], [1.987, 5.937, -4.671], [1.399, 5.297, -5.887], [2.294, 4.151, -6.564], [3.474, 3.763, -5.820], [2.969, 3.525, -4.463], [2.765, 4.988, -3.820], [-1.009, 0.495, 0.374], [-1.265, 1.338, 1.272], [-1.146, -0.916, 0.389], [-1.285, -1.292, -0.995], [-1.777, -2.391, -1.281], [-1.912, 3.570, -4.968], [-1.566, 2.093, -6.018], [-0.349, 2.563, -4.728], [-3.367, 1.516, -4.355], [-2.333, 1.983, -2.914], [-1.795, -0.317, -5.099], [-2.560, -0.620, -3.451], [0.197, 0.556, -3.634], [0.139, 2.559, -2.598], [1.177, 2.470, -1.090], [-0.372, 3.616, 0.376], [-1.786, 3.688, -0.872], [-0.419, 5.941, -0.645], [1.153, 5.097, -1.040], [1.295, 6.138, -6.675], [0.336, 4.885, -5.749], [1.624, 3.206, -6.621], [2.599, 4.365, -7.648], [1.949, 3.012, -4.455], [3.712, 2.965, -3.809], [2.387, 4.871, -2.751], [3.828, 5.435, -3.730], [-0.420, -6.357, 3.073], [-1.680, -5.962, 2.554], [-1.608, -4.945, 1.553], [-1.857, -5.513, 0.153], [-0.748, -6.352, -0.300], [-1.053, -7.222, -1.437], [-2.250, -8.185, -1.338], [-2.073, -9.276, -0.442], [-2.211, -8.946, 0.931], [-0.595, -6.909, 3.998], [0.099, -7.027, 2.383], [0.214, -5.495, 3.297], [-0.667, -4.388, 1.600], [-2.413, -4.239, 1.778], [-1.999, -4.690, -0.552], [-2.797, -6.077, 0.199], [-0.439, -6.936, 0.467], [-0.155, -7.828, -1.611], [-1.181, -6.595, -2.325], [-2.372, -8.641, -2.326], [-3.195, -7.669, -1.135], [-3.002, -8.212, 1.103], [-1.258, -8.596, 1.323], [-2.467, -9.858, 1.476], [3.267, -0.076, 4.447], [2.383, 0.815, 3.784], [1.038, 0.339, 3.689], [0.113, 1.065, 4.669], [0.385, 0.688, 6.055], [-0.176, 1.588, 7.064], [0.165, 3.088, 6.997], [1.509, 3.415, 7.332], [2.458, 3.142, 6.312], [4.289, 0.238, 4.224], [3.138, -0.028, 5.531], [3.137, -1.106, 4.104], [0.976, -0.747, 3.805], [0.703, 0.575, 2.674], [-0.928, 0.829, 4.427], [0.256, 2.140, 4.508], [1.387, 0.645, 6.197], [0.167, 1.214, 8.036], [-1.266, 1.477, 7.056], [-0.449, 3.586, 7.754], [-0.117, 3.546, 6.043], [2.068, 3.358, 5.315], [2.793, 2.109, 6.389], [3.332, 3.776, 6.482]], "smiles": "CCCNC1=C(CCCSC(=S)N2CCOCC2)C(=O)OC1=O.COCCNCCOC.COCCNCCOC", "gap_ev": 7.31, "e_tot_ha": -2676.988949, "spin_multiplicity": 1, "total_charge": 0}



[3]
{"formula": "C27H54BClNO19", "method": "ωB97M-V/def2-TZVPD", "symbols": ["C", "C", "B", "O", "C", "C", "Cl", "C", "C", "C", "C", "C", "N", "H", "H", "H", "H", "H", "H", "H", "H", "H", "H", "H", "H", "H", "H", "H", "H", "H", "H", "C", "O", "C", "O", "O", "C", "H", "H", "H", "H", "H", "H", "C", "O", "C", "O", "O", "C", "H", "H", "H", "H", "H", "H", "C", "O", "C", "O", "O", "C", "H", "H", "H", "H", "H", "H", "C", "O", "C", "O", "O", "C", "H", "H", "H", "H", "H", "H", "C", "O", "C", "O", "O", "C", "H", "H", "H", "H", "H", "H", "C", "O", "C", "O", "O", "C", "H", "H", "H", "H", "H", "H"], "positions_angstrom": [[-3.151, -1.177, -1.922], [-1.581, -1.162, -1.769], [-1.190, 0.313, -1.315], [-1.900, 1.373, -1.923], [-0.076, 0.695, -0.182], [1.216, 1.390, -0.750], [1.197, 1.300, -2.564], [1.501, 2.822, -0.222], [0.375, 3.867, -0.490], [0.373, -0.570, 0.648], [0.565, 0.055, 2.080], [-0.606, 1.086, 2.095], [-0.853, 1.382, 0.872], [-3.603, -0.815, -0.977], [-3.497, -2.211, -2.090], [-3.484, -0.526, -2.744], [-1.325, -1.952, -1.044], [-1.069, -1.404, -2.719], [-1.328, 2.147, -1.916], [2.068, 0.762, -0.434], [1.824, 2.779, 0.836], [2.396, 3.177, -0.773], [0.841, 4.869, -0.473], [-0.338, 3.861, 0.354], [-0.108, 3.769, -1.475], [1.236, -1.103, 0.225], [-0.427, -1.312, 0.829], [0.457, -0.634, 2.933], [1.442, 0.735, 2.154], [-1.094, 1.466, 2.999], [-1.587, 2.021, 0.571], [-8.367, -3.332, 1.014], [-7.212, -2.561, 0.672], [-6.847, -1.688, 1.609], [-7.388, -1.513, 2.663], [-5.766, -1.038, 1.168], [-5.264, -0.064, 2.078], [-8.566, -4.001, 0.180], [-8.181, -3.928, 1.906], [-9.232, -2.686, 1.159], [-4.955, -0.532, 3.014], [-6.006, 0.712, 2.264], [-4.392, 0.395, 1.613], [8.308, 1.156, -5.138], [6.978, 1.531, -4.771], [6.290, 0.568, -4.161], [6.687, -0.534, -3.909], [5.075, 1.047, -3.874], [4.229, 0.110, -3.213], [8.769, 2.013, -5.623], [8.893, 0.901, -4.255], [8.293, 0.324, -5.841], [4.660, -0.189, -2.256], [4.056, -0.764, -3.842], [3.273, 0.606, -3.031], [-7.720, 5.750, 1.859], [-7.957, 5.222, 0.554], [-7.482, 3.993, 0.368], [-6.896, 3.331, 1.182], [-7.771, 3.624, -0.878], [-7.320, 2.314, -1.219], [-8.150, 6.748, 1.886], [-8.207, 5.137, 2.616], [-6.650, 5.824, 2.056], [-7.792, 1.566, -0.582], [-6.234, 2.249, -1.146], [-7.612, 2.130, -2.250], [1.117, -5.311, -3.061], [-0.200, -4.905, -2.686], [-0.909, -5.857, -2.071], [-0.531, -6.966, -1.827], [-2.113, -5.357, -1.777], [-2.980, -6.278, -1.114], [1.591, -4.462, -3.548], [1.701, -5.583, -2.182], [1.078, -6.141, -3.765], [-2.557, -6.587, -0.158], [-3.176, -7.145, -1.744], [-3.920, -5.762, -0.929], [12.784, 3.788, -0.640], [11.404, 3.514, -0.394], [10.589, 3.932, -1.361], [10.916, 4.492, -2.369], [9.340, 3.617, -1.011], [8.356, 4.012, -1.964], [13.346, 3.404, 0.209], [13.123, 3.280, -1.543], [12.956, 4.861, -0.718], [8.524, 3.514, -2.919], [8.355, 5.094, -2.092], [7.384, 3.708, -1.581], [1.528, -3.397, 7.093], [0.141, -3.625, 7.342], [-0.666, -3.189, 6.380], [-0.325, -2.641, 5.364], [-1.917, -3.466, 6.738], [-2.904, -3.054, 5.795], [2.078, -3.794, 7.943], [1.850, -3.919, 6.193], [1.734, -2.330, 7.011], [-2.762, -3.563, 4.842], [-2.880, -1.973, 5.660], [-3.874, -3.334, 6.199]], "gap_ev": 7.88, "e_tot_ha": -3030.374271, "spin_multiplicity": 1, "total_charge": 1}